(1)
The following is a quantum chemistry calculation of a molecular structure, C38H62F6IN2NbO19P at a distorted geometry, from OMol25.

Output
Energy = -117525.665 eV
E_HOMO = -0.1450 Eh
ΔE to the lowest compared entry with this formula, charge and spin = 6.279 eV
Strongest force on any atom = 5.98 eV/Å
Frontier orbital gap = 5.389 eV
Total charge = -1

Last column: Löwdin charge in e.
Atoms and positions in Å:
C (-2.01, -0.99, 3.56)  -0.109
C (-1.81, -0.97, 1.97)  -0.369
C (-1.03, 0.37, 1.42)  -0.774
I (0.99, -0.14, 0.62)  0.770
Nb (-2.25, 1.73, 0.08)  1.620
C (-2.78, 0.15, -1.44)  -0.379
C (-2.28, -1.33, -1.28)  -0.285
C (-2.47, -2.08, -2.73)  -0.210
C (-1.09, -2.41, -3.49)  -0.189
C (0.02, -1.26, -3.41)  -0.262
O (1.16, -1.45, -4.29)  -0.222
C (2.24, -0.53, -3.92)  -0.085
C (-1.80, 3.62, 1.23)  -0.343
C (-1.37, 3.50, 2.76)  -0.264
C (0.23, 3.58, 3.03)  -0.338
C (0.87, 4.99, 2.51)  -0.100
C (0.59, 3.54, 4.62)  -0.191
C (0.43, 2.07, 5.28)  -0.176
C (1.83, 1.33, 5.54)  -0.079
C (2.02, -0.09, 5.55)  -0.281
C (1.53, -0.99, 4.29)  -0.110
C (2.71, -0.88, 6.78)  -0.100
C (-4.19, 1.42, 1.31)  -0.329
O (-4.66, 2.63, 1.97)  -0.327
C (-4.74, 2.50, 3.41)  -0.138
P (-0.21, 2.33, -1.43)  0.467
N (0.95, 3.14, -0.61)  -0.424
C (-3.56, 3.13, -1.26)  -0.423
O (-3.13, 3.72, -2.29)  -0.097
N (-5.05, 3.37, -0.96)  0.040
C (-5.36, 4.81, -1.03)  -0.356
O (-5.68, 5.47, 0.00)  0.061
F (-5.39, 5.57, -2.26)  -0.013
H (-2.00, -2.11, 3.88)  0.060
H (-1.17, -0.49, 4.16)  0.045
H (-3.06, -0.61, 3.84)  0.070
H (-1.13, -1.86, 1.66)  0.070
H (-2.82, -1.15, 1.47)  0.060
H (-0.73, 0.86, 2.43)  -0.022
H (-3.95, 0.12, -1.51)  0.064
H (-2.46, 0.52, -2.50)  0.044
H (-1.20, -1.52, -0.98)  0.044
H (-2.98, -1.93, -0.58)  0.096
H (-3.10, -1.40, -3.41)  0.102
H (-3.03, -3.08, -2.60)  0.099
H (-1.35, -2.54, -4.61)  0.112
H (-0.68, -3.44, -3.16)  0.110
H (0.45, -1.28, -2.33)  0.075
H (-0.51, -0.26, -3.63)  0.120
H (2.35, 0.31, -4.71)  0.083
H (3.24, -1.10, -3.76)  0.086
H (2.04, 0.01, -2.93)  0.070
H (-2.77, 4.27, 1.22)  0.062
H (-1.03, 4.30, 0.69)  0.040
H (-1.83, 2.56, 3.27)  0.081
H (-1.82, 4.40, 3.34)  0.114
H (0.74, 2.74, 2.44)  0.114
H (0.48, 5.90, 3.07)  0.078
H (0.83, 5.09, 1.37)  0.049
H (2.00, 4.92, 2.77)  0.078
H (1.73, 3.78, 4.67)  0.098
H (0.07, 4.38, 5.20)  0.112
H (-0.13, 2.21, 6.28)  0.115
H (-0.16, 1.44, 4.52)  0.070
H (2.77, 1.96, 5.76)  0.103
H (2.40, -1.33, 3.62)  0.077
H (0.88, -0.29, 3.64)  0.003
H (0.91, -1.90, 4.59)  0.075
H (3.08, -0.09, 7.51)  0.070
H (1.97, -1.62, 7.27)  0.082
H (3.56, -1.50, 6.33)  0.066
H (-4.99, 1.17, 0.49)  0.053
H (-4.15, 0.50, 1.98)  0.039
H (-4.72, 1.44, 3.82)  0.079
H (-5.77, 2.95, 3.72)  0.094
H (-3.95, 3.21, 3.86)  0.080
H (0.34, 1.16, -2.09)  -0.132
H (-0.58, 3.21, -2.52)  -0.047
H (1.05, 4.05, -1.10)  -0.091
H (-5.55, 2.94, -1.77)  0.120
C (1.85, 3.14, -7.63)  -0.065
C (2.38, 2.72, -8.96)  -0.327
O (3.42, 1.82, -8.62)  0.136
C (3.05, 1.27, -7.43)  -0.528
O (3.53, 0.28, -6.97)  0.165
O (2.05, 1.98, -6.84)  0.074
F (2.92, 3.77, -9.63)  0.071
H (2.42, 3.98, -7.20)  0.149
H (0.80, 3.42, -7.66)  0.146
H (1.64, 2.21, -9.59)  0.175
C (5.09, 5.60, -2.52)  -0.078
C (5.33, 5.06, -1.14)  -0.323
O (4.23, 5.56, -0.40)  0.144
C (3.22, 5.68, -1.30)  -0.523
O (2.07, 5.82, -1.00)  0.147
O (3.67, 5.63, -2.59)  0.072
F (6.47, 5.56, -0.61)  0.066
H (5.48, 6.61, -2.64)  0.143
H (5.51, 4.96, -3.29)  0.140
H (5.34, 3.96, -1.08)  0.180
C (-3.01, -6.40, 4.14)  -0.070
C (-2.87, -5.12, 4.91)  -0.318
O (-2.48, -4.20, 3.91)  0.106
C (-3.03, -4.65, 2.75)  -0.519
O (-3.14, -4.00, 1.76)  0.173
O (-3.44, -5.95, 2.87)  0.069
F (-1.88, -5.21, 5.82)  0.080
H (-2.07, -6.94, 4.04)  0.146
H (-3.75, -7.07, 4.59)  0.145
H (-3.79, -4.78, 5.39)  0.178
C (6.93, -3.56, -3.06)  -0.075
C (5.67, -3.30, -3.82)  -0.322
O (5.02, -2.32, -3.04)  0.115
C (6.01, -1.63, -2.42)  -0.526
O (5.87, -0.57, -1.89)  0.178
O (7.20, -2.30, -2.48)  0.072
F (4.89, -4.40, -3.87)  0.079
H (6.80, -4.31, -2.27)  0.147
H (7.75, -3.88, -3.71)  0.141
H (5.83, -2.91, -4.84)  0.179
C (-1.37, -8.30, -0.75)  -0.065
C (-2.85, -8.47, -0.72)  -0.321
O (-3.06, -9.37, 0.35)  0.139
C (-2.02, -9.15, 1.21)  -0.533
O (-2.00, -9.54, 2.34)  0.156
O (-1.02, -8.44, 0.62)  0.076
F (-3.30, -9.04, -1.86)  0.076
H (-0.87, -9.08, -1.34)  0.147
H (-1.06, -7.33, -1.14)  0.147
H (-3.41, -7.54, -0.53)  0.180



(2)
The following is a quantum chemistry calculation of 3 unconnected molecules or ions with the total composition C38H62IO11P3 at a distorted geometry, from OMol25.

Output
Energy = -98875.842 eV
E_HOMO = -0.3055 Eh
SMILES string = CCCCCCCCc1c(P(C)O)ccc2c1C(=O)c1c(cccc1[C@@H](I)CC)C2=O.CCOP(=O)(OCC)OCC.CCOP(=O)(OCC)OCC
Strongest force on any atom = 9.58 eV/Å
Frontier orbital gap = 6.475 eV

Last column: Löwdin charge in e.
Atoms and positions in Å:
C (3.96, -1.50, -0.96)  -0.154
C (3.22, -2.84, -1.63)  -0.240
C (1.68, -2.32, -2.00)  -0.228
C (0.63, -3.58, -2.07)  -0.206
C (-0.29, -3.79, -0.73)  -0.208
C (-0.95, -2.42, -0.11)  -0.215
C (-1.73, -1.47, -1.19)  -0.200
C (-2.68, -2.32, -2.22)  -0.183
C (-3.91, -1.47, -2.90)  -0.072
C (-5.48, -1.93, -2.70)  -0.272
P (-5.93, -3.45, -1.62)  0.872
C (-6.08, -2.84, 0.21)  -0.316
O (-7.52, -3.96, -2.22)  -0.391
C (-6.71, -1.07, -3.45)  -0.028
C (-6.35, 0.24, -4.39)  -0.004
C (-4.81, 0.76, -4.58)  -0.021
C (-3.60, -0.12, -3.82)  0.029
C (-2.05, 0.46, -4.06)  -0.184
O (-1.00, -0.34, -4.30)  -0.053
C (-1.93, 2.13, -4.03)  0.026
C (-3.13, 2.99, -4.81)  -0.019
C (-3.14, 4.65, -4.91)  0.002
C (-1.87, 5.42, -4.18)  -0.047
C (-0.69, 4.59, -3.36)  -0.004
C (-0.70, 2.94, -3.26)  -0.122
C (0.51, 2.13, -2.43)  -0.682
I (2.24, 1.62, -3.66)  0.841
C (0.92, 3.01, -1.06)  -0.288
C (1.94, 2.16, -0.06)  -0.155
C (-4.35, 2.08, -5.49)  -0.198
O (-4.91, 2.38, -6.67)  -0.035
H (3.56, -1.35, 0.13)  0.075
H (3.60, -0.56, -1.61)  0.033
H (5.12, -1.64, -0.95)  0.071
H (3.77, -3.10, -2.65)  0.115
H (3.21, -3.76, -0.91)  0.102
H (1.78, -1.91, -3.12)  0.107
H (1.33, -1.41, -1.36)  0.085
H (0.04, -3.49, -3.08)  0.099
H (1.30, -4.56, -2.17)  0.117
H (0.27, -4.40, 0.09)  0.115
H (-1.21, -4.47, -1.07)  0.104
H (-0.05, -1.82, 0.38)  0.109
H (-1.67, -2.66, 0.81)  0.110
H (-0.90, -0.83, -1.73)  0.078
H (-2.42, -0.69, -0.61)  0.125
H (-1.98, -2.66, -3.12)  0.117
H (-3.03, -3.35, -1.72)  0.093
H (-6.19, -3.74, 0.97)  0.038
H (-7.02, -2.15, 0.38)  0.050
H (-5.14, -2.22, 0.57)  0.064
H (-8.24, -3.64, -1.58)  0.060
H (-7.82, -1.44, -3.32)  0.086
H (-7.21, 0.82, -4.95)  0.096
H (-3.98, 5.26, -5.47)  0.106
H (-1.85, 6.61, -4.24)  0.093
H (0.18, 5.24, -2.86)  0.098
H (-0.03, 1.16, -2.00)  0.082
H (1.40, 4.05, -1.34)  0.101
H (-0.07, 3.23, -0.43)  0.127
H (2.82, 1.64, -0.64)  0.035
H (1.35, 1.36, 0.59)  0.080
H (2.37, 2.94, 0.73)  0.084
O (-1.66, -4.93, 3.80)  -0.261
P (-2.62, -5.15, 4.99)  0.756
O (-2.30, -6.78, 5.13)  -0.230
C (-0.97, -7.26, 5.16)  -0.300
C (-0.46, -7.42, 6.58)  -0.084
O (-4.00, -5.28, 4.06)  -0.225
C (-4.05, -4.70, 2.77)  -0.312
C (-3.63, -5.71, 1.71)  -0.067
O (-3.70, -5.39, 6.32)  -0.206
C (-3.23, -5.68, 7.62)  -0.309
C (-2.33, -4.60, 8.18)  -0.086
H (-0.28, -6.61, 4.59)  0.104
H (-0.96, -8.23, 4.67)  0.121
H (-0.40, -6.45, 7.08)  0.061
H (0.54, -7.86, 6.59)  0.081
H (-1.13, -8.06, 7.16)  0.077
H (-3.45, -3.79, 2.73)  0.097
H (-5.09, -4.40, 2.59)  0.087
H (-2.68, -6.19, 1.95)  0.073
H (-3.54, -5.22, 0.73)  0.062
H (-4.37, -6.51, 1.63)  0.081
H (-2.76, -6.66, 7.64)  0.092
H (-4.12, -5.76, 8.27)  0.129
H (-1.50, -4.38, 7.49)  0.063
H (-1.91, -4.92, 9.14)  0.087
H (-2.88, -3.68, 8.33)  0.083
O (4.25, 5.92, -0.41)  -0.267
P (5.73, 5.94, 0.02)  0.755
O (6.05, 7.43, -0.65)  -0.229
C (5.20, 8.54, -0.40)  -0.301
C (5.68, 9.37, 0.77)  -0.085
O (6.28, 5.02, -1.26)  -0.226
C (5.40, 4.14, -1.94)  -0.303
C (4.77, 4.83, -3.13)  -0.081
O (7.39, 5.95, 0.50)  -0.205
C (7.88, 6.83, 1.50)  -0.309
C (7.19, 6.64, 2.83)  -0.086
H (4.16, 8.23, -0.23)  0.103
H (5.20, 9.16, -1.30)  0.120
H (5.65, 8.79, 1.70)  0.061
H (5.07, 10.26, 0.91)  0.080
H (6.72, 9.69, 0.62)  0.077
H (4.65, 3.73, -1.26)  0.090
H (5.99, 3.29, -2.29)  0.118
H (4.33, 5.80, -2.87)  0.071
H (3.99, 4.20, -3.58)  0.010
H (5.52, 5.04, -3.90)  0.079
H (7.82, 7.86, 1.15)  0.092
H (8.95, 6.61, 1.62)  0.129
H (6.10, 6.69, 2.74)  0.062
H (7.52, 7.41, 3.54)  0.087
H (7.43, 5.66, 3.25)  0.083



Question: Which value of frontier orbital gap does entry 1 give?
Answer: 5.389 eV



Question: Among the records above, which one has the lowest energy?
Answer: C38H62F6IN2NbO19P



Question: Number 1 is which compound?
Answer: C38H62F6IN2NbO19P